# C11H29NP2Pd

A molecular structure, C11H29NP2Pd (wB97M-V/def2-TZVPD, the Open Molecules 2025 dataset).

Summary:
energy relative to the best compared isomer or geometry (same formula, charge and spin)	42.2	kcal/mol
LUMO energy	-7.889	eV
highest occupied orbital energy	-16.410	eV
gap between HOMO and LUMO	8.52	eV
total charge	+2

XYZ file:
```
44
Properties=species:S:1:pos:R:3:nbo_charge:R:1
Pd 0.143 0.152 0.895 0.358
C 0.707 -0.822 4.293 -0.949
P 0.886 -1.382 2.583 0.984
C 2.601 -1.954 2.455 -0.950
C -0.168 -2.872 2.415 -0.722
C -0.556 -3.063 0.953 -0.730
P -1.297 -1.527 0.288 1.162
C -3.015 -1.542 0.842 -0.968
C -1.371 -1.753 -1.502 -0.970
H 0.975 -1.619 4.987 0.270
H -0.319 -0.509 4.485 0.262
H 1.367 0.029 4.470 0.257
H 2.796 -2.719 3.208 0.270
H 3.285 -1.124 2.636 0.254
H 2.805 -2.369 1.468 0.263
H -1.055 -2.714 3.034 0.253
H 0.346 -3.751 2.807 0.276
H -1.272 -3.878 0.830 0.271
H 0.317 -3.298 0.338 0.256
H -3.463 -2.495 0.557 0.272
H -3.575 -0.739 0.367 0.265
H -3.083 -1.424 1.923 0.266
H -1.850 -2.709 -1.726 0.274
H -0.370 -1.749 -1.931 0.266
H -1.963 -0.962 -1.963 0.257
C -1.073 3.443 -1.661 -0.606
C -1.302 2.527 -0.448 -0.250
C -1.095 3.267 0.879 -0.603
C -2.776 1.988 -0.498 -0.574
C -0.565 1.278 -0.551 0.108
H -1.734 4.308 -1.598 0.247
H -1.282 2.924 -2.597 0.227
H -0.048 3.814 -1.689 0.226
H -1.770 4.122 0.927 0.252
H -0.078 3.654 0.954 0.208
H -1.303 2.621 1.734 0.214
H -3.398 2.883 -0.453 0.274
H -3.008 1.360 0.359 0.218
H -3.000 1.471 -1.431 0.231
H -0.402 0.978 -1.594 0.167
N 1.639 1.629 1.427 -1.022
H 1.426 2.202 2.239 0.419
H 1.850 2.273 0.670 0.411
H 2.507 1.139 1.629 0.409
```


# C11H30B3NO5Si

2 unconnected molecules or ions with the total composition C11H30B3NO5Si (wB97M-V/def2-TZVPD, the Open Molecules 2025 dataset).

Summary:
LUMO energy	0.423	eV
highest occupied orbital energy	-8.122	eV
gap between HOMO and LUMO	8.55	eV
total charge	0

XYZ file:
```
51
Properties=species:S:1:pos:R:3:nbo_charge:R:1
C -2.013 1.459 -6.297 -1.141
Si -2.155 -0.244 -5.327 1.876
C -4.022 -0.743 -5.444 -1.165
C -0.987 -1.467 -6.247 -1.181
O -1.707 0.118 -3.668 -0.883
C -1.346 -1.085 -2.904 -0.078
C -0.380 -0.546 -1.649 -0.817
B -1.233 -0.188 -0.286 1.179
O -2.527 -0.772 0.119 -0.919
B -2.870 -0.093 1.417 1.050
O -2.948 1.409 1.493 -0.914
B -1.748 1.863 0.719 1.320
O -1.623 3.169 0.042 -0.899
O -0.638 0.857 0.612 -0.952
H -2.464 2.261 -5.537 0.245
H -2.602 1.437 -7.310 0.245
H -0.847 1.665 -6.434 0.238
H -4.351 -1.147 -4.377 0.248
H -4.628 0.247 -5.676 0.248
H -4.258 -1.520 -6.297 0.248
H -0.724 -1.022 -7.321 0.256
H -1.485 -2.529 -6.469 0.250
H 0.050 -1.581 -5.678 0.248
H -2.315 -1.578 -2.414 0.192
H -0.749 -1.895 -3.501 0.185
H 0.072 0.490 -2.034 0.259
H 0.513 -1.276 -1.449 0.257
H -3.061 -0.708 2.425 -0.099
H -0.659 3.287 -0.253 0.506
C 4.194 -0.171 5.873 -0.616
C 3.447 -0.747 4.673 -0.214
N 2.022 -0.407 4.638 -0.453
C 1.266 -1.180 3.647 -0.207
C 1.611 -0.971 2.176 -0.643
C 1.694 1.020 4.695 -0.218
C 2.269 1.921 3.609 -0.638
H 3.722 -0.474 6.814 0.212
H 5.225 -0.539 5.879 0.212
H 4.240 0.921 5.840 0.201
H 3.548 -1.838 4.732 0.196
H 3.959 -0.435 3.757 0.158
H 0.193 -0.999 3.786 0.190
H 1.399 -2.245 3.876 0.188
H 1.218 -0.023 1.800 0.218
H 1.153 -1.763 1.575 0.203
H 2.688 -1.004 1.989 0.203
H 2.021 1.408 5.668 0.192
H 0.603 1.143 4.715 0.197
H 3.321 1.711 3.399 0.204
H 2.205 2.967 3.927 0.211
H 1.705 1.840 2.677 0.204
```


# C11H30ClFeIO2P3

A molecular structure, C11H30ClFeIO2P3 (wB97M-V/def2-TZVPD, the Open Molecules 2025 dataset).

Summary:
energy relative to the best compared isomer or geometry (same formula, charge and spin)	1.1	kcal/mol
LUMO energy (alpha / beta)	-9.011 / -10.092	eV
highest occupied orbital energy (alpha / beta)	-15.248 / -15.222	eV
gap between HOMO and LUMO (alpha / beta)	6.24 / 5.13	eV
total charge	+2
multiplicity	6

XYZ file:
```
49
Properties=species:S:1:pos:R:3:nbo_charge:R:1
C 0.000 1.011 -2.826 -0.763
C 0.035 1.074 -1.347 0.433
H -0.006 2.033 -3.240 0.293
H -0.899 0.492 -3.188 0.295
H 0.884 0.490 -3.223 0.298
O 0.082 2.055 -0.632 -0.247
I -0.040 -1.700 1.922 0.072
Fe 0.001 -0.912 -0.431 0.707
P 2.311 -0.445 -0.337 1.060
C 2.854 0.731 0.934 -0.965
C 3.211 -1.996 -0.036 -0.951
H 4.285 -1.822 -0.204 0.275
H 4.160 0.132 -1.789 0.285
H 2.837 -2.755 -0.734 0.275
H 2.732 -0.439 -2.714 0.261
H 2.666 0.308 1.927 0.268
H 3.030 -2.333 0.991 0.270
C 3.066 0.182 -1.874 -0.961
H 3.925 0.952 0.809 0.274
H 2.753 1.222 -2.036 0.250
H 2.263 1.653 0.845 0.282
P -2.302 -0.430 -0.329 1.068
C -2.729 0.719 1.010 -0.976
C -3.069 0.302 -1.811 -0.961
H -2.930 -2.705 -0.747 0.274
H -4.352 -1.721 -0.247 0.277
H -3.151 -2.286 0.976 0.270
C -3.289 -1.934 -0.053 -0.949
H -2.781 -0.293 -2.687 0.258
H -4.161 0.285 -1.697 0.286
H -3.732 1.135 0.831 0.270
H -1.982 1.526 1.051 0.299
H -2.722 1.336 -1.936 0.251
H -2.697 0.190 1.968 0.269
Cl -0.009 -2.434 -1.985 -0.362
C 0.686 0.932 4.854 -1.009
P 0.129 2.250 3.731 1.934
C -1.394 2.944 4.439 -1.011
C 1.397 3.539 3.817 -1.011
O -0.062 1.830 2.304 -1.186
H 1.669 0.561 4.536 0.244
H -0.020 0.092 4.871 0.248
H 0.768 1.366 5.860 0.266
H -1.171 3.509 5.351 0.262
H -1.848 3.620 3.706 0.260
H -2.106 2.144 4.679 0.252
H 2.382 3.093 3.640 0.246
H 1.188 4.268 3.026 0.261
H 1.400 4.045 4.786 0.260
```


# C11H30ErIO2P2Si

A molecular structure, C11H30ErIO2P2Si (wB97M-V/def2-TZVPD, the Open Molecules 2025 dataset).

Summary:
LUMO energy (alpha / beta)	-7.646 / -7.580	eV
highest occupied orbital energy (alpha / beta)	-15.258 / -15.261	eV
gap between HOMO and LUMO (alpha / beta)	7.61 / 7.68	eV
total charge	+2
multiplicity	4

XYZ file:
```
48
Properties=species:S:1:pos:R:3:lowdin_spin:R:1
C -3.442 5.068 0.686 0.000
I -2.207 3.331 0.074 0.000
H -3.724 4.961 1.731 0.000
H -4.329 5.092 0.045 0.000
H -2.847 5.972 0.535 0.000
Er -0.233 0.289 0.541 3.026
P -2.674 -0.671 -0.264 -0.005
C -3.526 -0.641 -1.888 -0.001
C -2.512 -2.462 0.074 0.000
H -3.480 -2.973 0.043 0.000
H -4.888 -0.801 0.849 0.000
H -2.064 -2.610 1.060 0.000
H -3.569 -0.315 1.950 0.000
H -2.833 -1.023 -2.649 0.000
H -1.830 -2.917 -0.650 0.000
C -3.976 -0.197 0.941 0.000
H -4.455 -1.240 -1.898 0.000
H -4.202 0.865 0.802 0.000
H -3.749 0.403 -2.136 0.000
P 1.903 1.998 0.675 -0.005
C 2.753 2.919 -0.667 -0.001
C 1.774 3.127 2.120 0.000
H 2.874 0.258 2.066 0.000
H 4.093 1.479 1.622 0.000
H 3.576 0.223 0.464 0.000
C 3.241 0.895 1.256 0.000
H 1.370 2.546 2.958 0.000
H 2.732 3.572 2.423 0.000
H 3.707 3.377 -0.352 0.000
H 2.071 3.690 -1.038 0.000
H 1.048 3.910 1.877 0.000
H 2.941 2.218 -1.490 0.000
C -0.408 1.249 -1.626 -0.003
O -0.484 1.706 -2.674 0.000
C 1.186 -3.305 -2.156 0.000
Si 1.671 -2.676 -0.437 0.000
C 1.304 -3.907 0.959 0.000
C 3.558 -2.429 -0.489 0.000
O 0.866 -1.265 -0.099 -0.009
H 1.681 -4.235 -2.483 0.000
H 1.449 -2.530 -2.895 0.000
H 0.101 -3.473 -2.220 0.000
H 1.807 -4.886 0.926 0.000
H 1.605 -3.443 1.914 0.000
H 0.225 -4.110 1.020 0.000
H 3.797 -1.633 -1.214 0.000
H 3.933 -2.097 0.494 0.000
H 4.163 -3.308 -0.777 0.000
```


# C11H30FN5O8S3

3 unconnected molecules or ions with the total composition C11H30FN5O8S3 (wB97M-V/def2-TZVPD, the Open Molecules 2025 dataset).

Summary:
LUMO energy	-1.558	eV
highest occupied orbital energy	-9.261	eV
gap between HOMO and LUMO	7.70	eV
total charge	0

XYZ file:
```
58
Properties=species:S:1:pos:R:3:nbo_charge:R:1
C -1.260 -0.063 0.283 -0.762
C -2.459 -1.174 0.254 0.420
C -3.952 -0.649 0.794 -0.711
N -2.403 -2.459 -0.208 -0.406
N -1.478 -3.245 0.433 -0.443
C -0.106 -3.225 -0.183 -0.306
C -0.078 -3.677 -1.779 0.427
N -0.550 -2.579 -2.709 -0.856
N 1.407 -3.911 -2.114 -0.834
N -0.773 -5.014 -1.969 -0.845
S -1.491 -3.134 2.161 2.218
O -1.020 -4.542 2.699 -0.821
O -0.473 -2.115 2.769 -0.849
F -3.020 -2.852 2.884 -0.451
H -0.276 -0.392 0.822 0.267
H -0.940 0.217 -0.832 0.247
H -1.692 0.944 0.756 0.266
H -3.896 0.389 1.343 0.248
H -4.550 -1.475 1.367 0.262
H -4.565 -0.443 -0.209 0.249
H 0.469 -2.209 -0.122 0.207
H 0.546 -4.029 0.408 0.262
H -0.300 -1.680 -2.203 0.364
H -1.591 -2.673 -2.806 0.370
H 1.487 -3.713 -3.157 0.379
H 1.915 -3.108 -1.670 0.353
H -0.909 -5.446 -1.019 0.378
H -1.713 -4.902 -2.414 0.365
C -2.873 5.897 3.511 -0.640
C -1.777 5.420 4.444 -0.079
O -1.813 4.010 4.608 -0.710
S -1.189 3.070 3.433 2.347
C -1.143 1.557 4.363 -0.880
O 0.172 3.488 3.168 -0.923
O -2.170 2.929 2.378 -0.938
H -2.693 5.556 2.487 0.223
H -2.924 6.989 3.500 0.217
H -3.845 5.498 3.818 0.217
H -0.791 5.748 4.097 0.197
H -1.933 5.861 5.434 0.196
H -0.451 1.677 5.198 0.256
H -0.795 0.763 3.699 0.267
H -2.149 1.331 4.719 0.255
C 3.160 -0.001 -5.523 -0.640
C 4.316 0.800 -4.956 -0.080
O 4.080 1.165 -3.604 -0.713
S 4.314 0.049 -2.441 2.349
C 4.282 1.162 -1.058 -0.878
O 5.652 -0.490 -2.567 -0.917
O 3.146 -0.803 -2.370 -0.938
H 3.090 -0.982 -5.044 0.224
H 3.288 -0.157 -6.598 0.218
H 2.209 0.513 -5.349 0.216
H 5.261 0.255 -5.054 0.198
H 4.420 1.731 -5.525 0.195
H 5.126 1.849 -1.137 0.255
H 4.366 0.569 -0.144 0.257
H 3.335 1.705 -1.063 0.253
```


no.,largest force on an atom (eV/A),electronic energy (eV)
1,0.54,-35411.1733
2,4.88,-33533.8046
3,4.45,-98851.8594
4,4.79,-78154.5676
5,9.98,-70938.7156